Density functional theory data (wB97M-V/def2-TZVPD) for a 2-piece molecular cluster, C9H16N3O4S overall.

Values from the calculation:
E ... -33078.0474 eV
Multiplicity ... 1
Net charge ... +1
LUMO ... -4.449 eV

```
33
Properties=species:S:1:pos:R:3:forces:R:3
C 3.632 0.079 2.109 -0.438 0.210 0.195
C 2.706 -0.569 1.711 -0.047 -0.182 -0.133
C 1.509 -1.287 1.239 0.568 0.618 0.292
C 0.232 -0.564 1.787 1.248 -2.195 -0.443
C -0.434 -1.439 2.868 -0.568 0.659 0.141
C -1.967 -1.319 2.966 0.293 -1.463 0.125
N -2.606 -0.957 1.654 0.105 1.861 0.983
C -1.919 0.023 1.024 0.145 -1.440 -0.493
N -2.436 1.286 0.860 -0.569 -0.019 -0.983
N -0.679 -0.313 0.613 -0.661 1.729 1.195
H 4.328 0.764 2.534 0.247 -0.192 -0.127
H 1.563 -2.321 1.575 -0.157 -0.047 -0.056
H 1.514 -1.287 0.148 -0.106 0.025 0.010
H 0.603 0.364 2.221 -0.577 0.343 -0.286
H -0.042 -1.090 3.825 0.084 -0.124 -0.009
H -0.156 -2.486 2.798 0.003 0.021 -0.403
H -2.367 -2.289 3.258 -0.009 0.051 -0.014
H -2.276 -0.625 3.750 -0.058 0.308 -0.362
H -3.560 -0.641 1.797 0.013 -0.067 0.211
H -2.296 1.940 1.613 0.039 -0.049 0.015
H -2.993 1.592 0.079 0.086 -0.064 -0.073
H -0.334 0.431 0.014 0.457 0.113 0.195
C -0.008 0.353 -4.298 -0.209 0.222 -0.305
C 1.325 0.986 -4.642 0.208 -0.442 -0.069
O 1.500 2.004 -3.640 -0.385 0.046 0.252
S 0.849 1.527 -2.270 0.101 -0.088 -0.776
O 1.846 0.969 -1.426 -0.210 -0.013 0.332
O -0.033 2.535 -1.795 0.077 -0.017 0.257
O -0.024 0.317 -2.857 0.290 0.042 0.018
H -0.844 0.967 -4.636 0.019 0.000 0.002
H -0.110 -0.653 -4.696 0.024 -0.078 0.212
H 1.336 1.433 -5.631 0.005 0.229 0.111
H 2.145 0.272 -4.553 -0.020 0.004 -0.013
```
Positions in Å, forces in eV/Å.

***

Density functional theory data (wB97M-V/def2-TZVPD) for a 6-piece molecular cluster, C54H114N6O6 overall.

Values from the calculation:
E ... -79058.8437 eV
Multiplicity ... 1
Net charge ... 0
LUMO ... 0.436 eV

```
180
Properties=species:S:1:pos:R:3:forces:R:3
C -3.777 -0.769 -0.495 0.750 -0.756 -0.168
C -2.571 -1.222 -1.333 0.511 -0.545 -1.126
C -2.976 -1.258 -2.873 -0.431 -1.031 1.296
C -1.398 -0.247 -1.321 1.789 0.885 2.198
C -0.648 -0.144 0.090 -0.838 -0.826 -0.825
C -0.080 -1.549 0.537 -0.347 1.017 -1.050
C -1.089 -2.724 0.367 0.353 1.735 -0.551
C -0.307 -4.067 0.206 -0.967 0.868 -0.889
C -1.901 -2.634 1.608 -1.574 -1.874 0.389
N -1.938 -2.526 -0.884 1.381 1.540 -0.564
O -2.715 -3.633 -1.218 -0.275 -0.378 0.372
H -4.490 -1.577 -0.331 0.101 -0.218 -0.200
H -3.364 -0.530 0.485 -0.556 0.710 0.027
H -4.304 0.002 -1.057 0.120 0.435 0.602
H -2.079 -1.497 -3.445 -0.247 0.206 -0.292
H -3.772 -1.971 -3.085 0.315 -0.688 0.212
H -3.513 -0.363 -3.187 0.820 0.626 0.160
H -0.585 -0.517 -1.995 -0.324 -0.611 -0.363
H -1.611 0.780 -1.618 -0.740 0.007 0.017
H 0.109 0.638 0.035 0.496 -0.347 -0.262
H -1.320 0.312 0.817 -0.364 -0.461 0.297
H 0.151 -1.496 1.601 0.243 -0.096 0.022
H 0.848 -1.751 0.003 -0.069 0.119 -0.192
H 0.450 -4.352 0.938 -0.123 0.615 0.223
H 0.152 -3.864 -0.761 0.444 -0.679 -0.094
H -0.991 -4.911 0.119 -0.068 0.052 -0.042
H -2.835 -3.111 1.310 -0.409 -0.201 0.646
H -2.159 -1.660 2.023 0.425 0.059 -0.209
H -1.407 -3.288 2.326 -0.236 0.312 0.567
H -2.130 -4.048 -1.855 -0.352 -0.424 -0.237
C -2.984 4.293 -2.274 0.338 0.102 -0.496
C -2.759 4.933 -3.701 -1.303 0.143 0.902
C -1.427 4.673 -4.214 2.818 -0.143 -0.940
C -3.681 4.235 -4.762 -0.597 0.358 0.142
C -5.123 4.650 -4.625 -0.689 0.366 1.103
C -5.271 6.179 -4.626 0.077 -2.896 -2.152
C -4.375 6.835 -3.694 0.412 1.030 2.745
C -4.411 8.315 -4.058 1.209 1.047 1.210
C -5.037 6.634 -2.274 -0.130 1.129 0.259
N -2.969 6.385 -3.763 -2.537 -1.551 -2.486
O -2.083 7.121 -3.024 0.409 0.453 0.890
H -2.412 3.366 -2.246 -0.718 -0.616 -0.283
H -2.571 4.749 -1.374 0.176 1.053 -0.433
H -4.055 4.224 -2.085 0.171 -0.660 0.006
H -0.605 5.212 -3.742 0.004 -0.594 0.982
H -1.291 3.594 -4.291 0.554 0.078 0.299
H -1.255 5.068 -5.215 -0.718 -0.099 -0.465
H -3.317 4.466 -5.763 0.083 0.476 -0.048
H -3.639 3.146 -4.761 0.381 -0.114 0.662
H -5.805 4.174 -5.329 0.200 0.068 -0.289
H -5.505 4.358 -3.646 0.070 -0.555 0.141
H -6.293 6.405 -4.321 -0.016 0.471 -0.724
H -4.942 6.420 -5.637 -0.718 0.791 -0.304
H -5.254 8.782 -4.566 -0.260 -0.830 -0.179
H -3.495 8.532 -4.608 -0.179 0.229 -0.247
H -4.345 8.845 -3.108 0.308 0.445 -0.099
H -5.604 7.547 -2.094 -0.375 -0.034 0.023
H -4.389 6.602 -1.398 0.452 -0.248 -0.325
H -5.759 5.819 -2.206 0.241 -0.160 -0.113
H -1.598 7.560 -3.727 0.358 0.299 0.277
C -2.800 0.767 6.010 1.430 0.193 -0.149
C -1.364 1.340 6.125 1.030 -0.508 1.308
C -0.803 1.142 7.623 -0.752 0.601 -0.851
C -0.311 0.489 5.254 -2.485 0.642 1.288
C -0.630 0.557 3.804 1.442 1.007 -0.810
C -0.448 2.049 3.469 0.689 -1.266 0.274
C -1.383 3.064 4.238 1.541 1.109 -1.180
C -0.630 4.433 4.028 -0.805 0.259 -0.529
C -2.731 3.134 3.469 -0.453 -0.524 -0.254
N -1.340 2.823 5.706 1.959 -3.156 -1.475
O -2.162 3.667 6.441 -0.357 -0.220 0.173
H -2.750 -0.315 6.131 -0.225 -0.030 0.256
H -3.412 1.247 6.773 -0.281 -0.145 -0.278
H -3.127 0.960 4.988 -0.429 0.047 0.188
H -0.782 0.089 7.903 -0.394 -0.138 -0.251
H 0.226 1.460 7.791 0.068 0.364 -0.524
H -1.413 1.669 8.357 -0.166 0.011 -0.009
H 0.676 0.921 5.420 0.011 0.079 -0.099
H -0.233 -0.567 5.512 -0.437 0.056 0.896
H 0.230 -0.023 3.471 0.133 0.186 -1.228
H -1.473 0.126 3.264 -0.548 -0.214 1.026
H -0.379 2.086 2.382 -0.909 1.003 -0.157
H 0.600 2.193 3.733 0.013 0.606 0.387
H -1.091 5.234 4.606 0.197 -0.146 0.510
H -0.749 4.826 3.018 -0.207 -0.418 -0.395
H 0.454 4.396 4.139 -0.133 -0.245 0.668
H -3.661 2.944 4.005 0.225 0.395 0.523
H -2.768 2.371 2.691 0.245 -0.301 -0.040
H -2.828 4.052 2.888 -0.039 0.220 0.402
H -1.490 4.031 7.022 -0.327 0.481 0.313
C -0.342 -0.413 -6.522 -2.213 -0.048 0.447
C -0.609 0.958 -7.176 1.849 -1.067 0.334
C -1.697 1.729 -6.439 0.209 0.593 -0.666
C 0.749 1.640 -7.022 0.403 1.795 -0.529
C 0.909 2.824 -7.985 -0.214 -0.189 0.871
C 0.659 2.385 -9.417 0.573 0.167 0.946
C -0.656 1.643 -9.684 -0.381 0.580 -0.396
C -1.760 2.753 -9.760 0.269 0.566 -0.684
C -0.408 0.901 -11.060 -1.065 -0.918 0.920
N -0.842 0.668 -8.591 1.376 0.607 -1.091
O -1.890 -0.233 -8.835 -0.222 0.238 0.018
H 0.516 -0.977 -6.887 -0.072 0.328 -0.087
H -0.356 -0.316 -5.437 0.546 0.089 0.087
H -1.276 -0.942 -6.712 0.183 -0.724 0.001
H -1.482 1.702 -5.371 -0.645 -0.468 0.069
H -1.674 2.794 -6.671 0.316 0.126 -0.213
H -2.678 1.429 -6.806 -0.150 -0.467 0.711
H 0.946 2.011 -6.016 -0.729 0.045 0.375
H 1.639 1.021 -7.138 -0.382 -0.710 -0.587
H 0.270 3.666 -7.720 -0.338 -0.040 0.129
H 1.916 3.196 -7.794 0.202 0.145 -0.615
H 1.460 1.676 -9.626 0.191 0.198 -0.535
H 0.686 3.301 -10.007 0.291 -0.426 -0.561
H -1.352 3.500 -10.441 0.385 0.481 0.322
H -1.944 3.201 -8.784 0.283 0.063 -0.024
H -2.740 2.710 -10.235 -0.199 -1.515 0.170
H -0.065 1.411 -11.960 -0.139 0.878 0.489
H -1.331 0.387 -11.328 -0.110 0.015 -0.156
H 0.326 0.107 -10.918 0.133 -0.018 0.334
H -1.378 -0.996 -9.112 -0.377 -0.410 -0.077
C 0.644 -3.487 4.755 0.538 0.873 0.863
C 0.934 -4.533 5.867 -0.448 -0.175 -1.159
C 0.122 -4.189 7.083 -0.459 0.121 2.103
C 0.549 -5.941 5.336 -1.666 -0.076 0.911
C 1.155 -7.122 6.074 0.636 -0.714 -0.976
C 2.635 -6.970 6.063 0.438 -0.780 1.587
C 3.107 -5.663 6.718 1.804 0.839 -1.979
C 2.987 -5.562 8.219 0.023 -1.249 1.133
C 4.610 -5.503 6.260 -0.692 0.864 0.462
N 2.368 -4.520 6.090 0.649 -1.483 -1.029
O 2.848 -3.284 6.543 -0.063 0.182 0.299
H 1.125 -3.711 3.803 -0.312 -0.295 -0.064
H -0.381 -3.126 4.667 -0.348 -0.867 -0.253
H 1.097 -2.560 5.103 0.395 0.140 0.014
H -0.959 -4.084 6.993 -0.018 -0.036 -0.755
H 0.226 -4.929 7.876 0.045 -0.436 -0.182
H 0.439 -3.298 7.624 0.328 0.380 -0.486
H -0.503 -6.059 5.599 -0.446 0.417 -0.466
H 0.577 -5.975 4.247 0.568 -0.220 0.057
H 0.702 -7.355 7.038 0.080 0.526 0.186
H 1.130 -8.067 5.531 -1.292 -0.021 -0.355
H 2.970 -7.310 5.083 0.302 1.684 -0.722
H 3.078 -7.849 6.531 0.159 0.171 1.205
H 3.486 -4.722 8.702 -0.555 0.683 -0.655
H 3.482 -6.347 8.792 0.152 -0.731 -0.505
H 1.940 -5.674 8.499 0.096 0.453 0.213
H 4.965 -4.552 6.657 0.336 -0.173 0.372
H 4.721 -5.367 5.184 -0.399 -0.410 -0.151
H 5.242 -6.329 6.585 -0.094 0.044 0.151
H 3.249 -2.948 5.738 0.229 0.366 0.065
C 4.670 -4.709 0.760 -0.518 -1.048 1.137
C 4.472 -3.243 1.094 0.136 -1.444 0.123
C 3.203 -2.719 0.495 -0.588 0.013 -0.647
C 4.239 -3.185 2.699 1.789 1.928 -1.549
C 4.655 -1.769 3.080 0.514 -0.012 -0.411
C 6.068 -1.395 2.546 -0.576 0.801 0.956
C 6.296 -1.367 1.045 -1.562 -0.500 -1.829
C 5.599 -0.143 0.335 0.788 0.181 -0.303
C 7.806 -1.383 0.738 0.100 1.070 -0.099
N 5.725 -2.644 0.506 0.273 1.171 4.645
O 5.925 -2.815 -0.828 -0.527 -0.002 -1.458
H 4.626 -5.021 -0.284 0.045 0.308 0.051
H 5.596 -5.028 1.238 0.347 0.059 -0.433
H 3.946 -5.270 1.350 -0.529 -0.249 -0.352
H 2.305 -3.204 0.877 0.234 -0.296 0.250
H 3.044 -1.661 0.702 0.199 0.103 -0.419
H 3.229 -2.983 -0.563 -0.155 0.673 -0.293
H 3.203 -3.319 3.013 -0.026 -0.498 -0.561
H 4.895 -3.862 3.245 -0.031 -0.277 -0.190
H 4.020 -0.979 2.680 -0.543 -0.287 -0.248
H 4.551 -1.642 4.157 0.554 0.140 0.213
H 6.873 -1.969 3.004 -0.136 -0.034 0.244
H 6.097 -0.352 2.860 0.897 0.126 0.206
H 5.630 -0.285 -0.746 -0.348 -0.509 -0.062
H 6.136 0.803 0.395 0.390 0.018 0.674
H 4.580 0.107 0.629 -0.055 -0.521 0.167
H 8.350 -2.071 1.386 -0.012 0.088 -0.055
H 8.199 -0.369 0.800 0.075 0.177 1.009
H 8.135 -1.506 -0.294 -0.663 -0.834 -0.328
H 6.861 -3.026 -0.859 0.087 -0.372 -0.328
```
Positions in Å, forces in eV/Å.

***

Density functional theory data (wB97M-V/def2-TZVPD) for C36H54P3PdSi as an isolated structure.

Values from the calculation:
E ... -77433.9580 eV
Multiplicity ... 1
Net charge ... -1
LUMO ... 2.803 eV

```
95
Properties=species:S:1:pos:R:3:forces:R:3
Pd -0.525 0.873 0.104 0.136 0.186 0.599
C -0.622 -0.879 5.966 -0.035 -0.038 0.004
C -0.630 0.066 4.758 0.035 0.094 -0.003
C -1.918 0.902 4.794 -0.017 0.021 0.015
P -0.379 -0.352 2.928 0.009 -0.048 -0.257
C -1.758 -1.503 2.428 -0.044 -0.074 0.058
C -2.904 -0.687 1.838 -0.084 -0.113 -0.142
C -2.254 -2.528 3.441 0.046 -0.022 0.039
C 1.096 -1.467 2.822 -0.180 0.093 0.173
C 1.461 -2.302 3.876 0.064 -0.106 0.084
C 2.641 -3.033 3.854 0.008 -0.007 0.016
C 3.483 -2.922 2.761 0.016 -0.009 -0.020
C 3.098 -2.128 1.691 0.165 -0.084 -0.006
C 1.902 -1.413 1.668 0.019 0.097 -0.178
Si 1.286 -0.506 0.069 -0.193 -0.276 -0.116
C 2.719 0.741 -0.286 0.037 -0.020 -0.057
C 3.990 0.301 -0.666 0.039 -0.007 0.007
C 5.051 1.172 -0.849 0.055 -0.044 -0.014
C 4.860 2.531 -0.650 0.098 0.051 -0.018
C 3.600 2.998 -0.317 0.002 0.045 -0.030
C 2.520 2.128 -0.161 -0.054 0.065 -0.027
P 0.812 2.723 0.223 -0.234 0.131 0.243
C 1.075 3.565 1.889 0.194 0.167 -0.134
C 1.787 4.919 1.943 -0.043 -0.006 -0.037
C 1.810 2.593 2.810 -0.037 -0.074 -0.029
C 0.435 4.080 -1.015 -0.051 -0.105 -0.063
C -0.848 4.782 -0.564 -0.036 0.004 -0.011
C 1.470 5.077 -1.526 0.021 0.040 0.037
C 1.534 -1.782 -1.350 0.027 0.092 0.075
C 1.879 -3.122 -1.179 0.060 -0.162 0.107
C 1.795 -4.052 -2.206 0.004 -0.068 0.005
C 1.345 -3.660 -3.454 -0.022 0.001 -0.031
C 0.989 -2.330 -3.653 0.033 -0.093 -0.052
C 1.092 -1.390 -2.634 -0.054 0.033 -0.051
P 0.492 0.348 -2.831 0.022 0.078 -0.097
C 1.233 0.914 -4.474 -0.048 0.019 -0.081
C 0.596 2.263 -4.822 -0.024 0.035 0.032
C 1.344 0.064 -5.741 0.051 -0.050 -0.003
C -1.338 -0.003 -3.087 -0.096 -0.028 0.020
C -1.826 -0.392 -4.480 0.036 -0.009 -0.065
C -2.210 1.135 -2.545 -0.063 0.129 0.009
H -0.984 -0.331 6.843 -0.013 -0.010 0.012
H 0.377 -1.230 6.211 0.037 -0.011 -0.010
H -1.269 -1.746 5.837 0.007 0.000 -0.008
H 0.199 0.769 4.912 -0.008 -0.016 -0.043
H -2.802 0.261 4.750 -0.003 -0.017 0.006
H -1.966 1.597 3.953 -0.007 0.013 0.001
H -1.977 1.475 5.723 0.005 0.011 0.012
H -1.290 -2.039 1.596 0.000 0.040 0.010
H -3.382 -0.042 2.575 -0.001 0.011 0.015
H -3.669 -1.349 1.419 -0.006 0.020 0.000
H -2.516 -0.063 1.023 -0.054 0.052 -0.007
H -2.782 -2.058 4.274 -0.002 0.029 -0.006
H -1.431 -3.118 3.850 -0.007 -0.013 0.005
H -2.956 -3.219 2.964 0.002 -0.014 -0.009
H 0.810 -2.408 4.727 -0.025 -0.001 0.055
H 2.895 -3.677 4.688 0.005 -0.003 -0.001
H 4.423 -3.463 2.726 -0.010 -0.006 0.021
H 3.755 -2.079 0.830 0.011 0.008 -0.007
H 4.150 -0.757 -0.839 0.001 -0.031 0.000
H 6.024 0.791 -1.141 0.011 0.014 -0.004
H 5.683 3.228 -0.767 0.004 -0.007 -0.006
H 3.466 4.061 -0.183 -0.015 0.032 -0.036
H 0.054 3.691 2.262 -0.014 -0.002 -0.002
H 2.818 4.832 1.599 -0.005 0.013 0.026
H 1.826 5.273 2.978 -0.014 0.005 0.024
H 1.295 5.689 1.351 -0.053 0.005 -0.014
H 2.866 2.533 2.537 0.006 -0.002 -0.003
H 1.387 1.591 2.741 -0.001 -0.013 0.032
H 1.747 2.931 3.849 -0.009 -0.003 0.018
H 0.150 3.451 -1.867 0.041 0.010 0.018
H -0.679 5.453 0.279 0.055 0.023 0.053
H -1.598 4.047 -0.264 0.005 0.010 0.007
H -1.258 5.381 -1.382 -0.002 0.008 -0.010
H 1.883 5.703 -0.734 0.003 0.006 -0.003
H 0.998 5.743 -2.255 0.009 0.000 -0.016
H 2.294 4.570 -2.025 0.038 -0.008 -0.019
H 2.199 -3.469 -0.203 0.000 0.005 0.003
H 2.066 -5.085 -2.018 0.001 0.002 -0.031
H 1.251 -4.376 -4.263 0.006 -0.009 0.000
H 0.602 -2.041 -4.618 0.026 -0.023 -0.008
H 2.261 1.122 -4.149 -0.035 -0.001 0.034
H -0.418 2.137 -5.210 0.029 0.006 0.021
H 1.179 2.776 -5.592 0.002 0.012 -0.007
H 0.539 2.914 -3.948 0.005 0.024 -0.002
H 0.376 -0.284 -6.103 -0.013 0.007 0.004
H 1.986 -0.803 -5.590 -0.007 -0.001 -0.005
H 1.792 0.665 -6.540 0.003 0.015 -0.006
H -1.484 -0.864 -2.427 0.035 0.060 0.017
H -1.676 0.414 -5.203 -0.010 -0.039 0.029
H -2.900 -0.601 -4.450 -0.012 -0.012 0.001
H -1.329 -1.285 -4.857 -0.015 0.008 -0.005
H -2.166 2.013 -3.198 0.030 0.003 -0.002
H -1.923 1.482 -1.536 0.107 -0.149 -0.139
H -3.255 0.814 -2.502 -0.003 0.006 -0.015
```
Positions in Å, forces in eV/Å.

***

no.,HOMO energy (eV)
1,-12.7
2,-7.8
3,-2.0